Here is one molecule with the formula C5H3N from the OMol25 dataset. Energies are from ωB97M-V/def2-TZVPD.

For the lowest unoccupied orbital energy (spin up / spin down), the calculation gives 0.1 / 0.1 eV. As for the SMILES: c1cc2nc-2c1. The calculation puts the energy relative to the best compared isomer or geometry (same formula, charge and spin) at 60.9 kcal/mol. As for the HOMO-LUMO gap (spin up / spin down): 0.300 / 0.301 Ha. As for the charge: 0. The calculation puts the HOMO energy (spin up / spin down) at -8.03 / -8.05 eV.

Last column: natural (NBO) charge in e.
Element x y z (Å)
C  0.03  0.04  0.10  -0.08
C  0.62  -1.10  -0.46  -0.40
C  -0.07  -1.75  -1.41  0.18
N  -1.33  -1.62  -2.06  -0.37
C  -1.53  -0.55  -1.48  0.34
C  -1.17  0.34  -0.54  -0.38
H  0.53  0.49  0.85  0.21
H  1.54  -1.66  -0.24  0.26
H  -1.91  1.15  -0.35  0.26

Here is a 9-piece molecular cluster, C36H83F3N7O14S overall from the OMol25 dataset. Energies are from ωB97M-V/def2-TZVPD.

For the lowest unoccupied orbital energy, the calculation gives 1.9 eV. As for the HOMO-LUMO gap: 0.312 Ha. As for the charge: -1. The calculation puts the HOMO energy at -6.56 eV.

Last column: Mulliken charge in e.
Element x y z (Å)
C  -0.55  -0.81  1.33  -0.03
F  -1.35  -0.32  0.38  -0.07
F  -0.17  0.22  2.08  0.13
F  -1.27  -1.71  1.99  -0.08
S  0.93  -1.82  0.58  -0.19
O  1.28  -1.21  -0.64  -0.38
O  1.94  -1.59  1.63  -0.45
O  0.49  -3.17  0.33  0.05
C  2.10  -6.95  1.08  -0.47
C  2.27  -6.03  -0.18  0.39
O  1.09  -5.80  -0.91  -0.61
O  2.26  -8.31  0.71  -0.59
H  1.10  -6.84  1.51  0.24
H  2.89  -6.68  1.78  0.34
H  2.98  -6.42  -0.91  0.37
H  2.54  -5.02  0.16  -0.32
H  0.58  -5.11  -0.49  0.08
H  1.55  -8.46  0.07  0.32
C  -2.65  -4.46  1.14  0.26
C  -2.64  -4.37  2.71  -0.13
O  -3.47  -5.32  3.31  -0.62
O  -1.38  -4.92  0.69  -0.57
H  -2.73  -3.47  0.69  -0.34
H  -3.43  -5.12  0.75  0.46
H  -3.09  -3.42  3.00  0.10
H  -1.60  -4.50  3.02  0.20
H  -3.25  -6.17  2.92  0.33
H  -0.80  -4.17  0.53  0.55
C  -2.65  0.94  4.28  0.60
C  -3.79  1.67  3.65  -0.54
O  -3.77  3.05  3.95  -0.53
O  -2.58  1.09  5.63  -0.65
H  -1.68  1.17  3.84  -0.21
H  -2.84  -0.12  4.13  0.08
H  -4.69  1.23  4.09  0.35
H  -3.70  1.48  2.58  0.23
H  -3.95  3.26  4.87  0.32
H  -2.18  0.31  6.04  0.35
C  2.40  0.17  -3.72  0.61
O  2.82  0.63  -4.75  -0.78
N  2.11  -1.05  -3.43  0.03
N  2.32  0.88  -2.64  0.14
H  2.02  -1.81  -4.09  0.17
H  1.78  -1.24  -2.50  0.01
H  2.58  1.85  -2.64  0.13
H  2.38  0.32  -1.79  -0.11
C  5.09  -2.94  -0.59  0.52
O  6.28  -3.12  -0.87  -0.77
N  4.17  -2.42  -1.33  -0.09
N  4.70  -3.12  0.63  -0.09
H  4.53  -1.99  -2.18  0.16
H  3.27  -2.11  -1.00  0.11
H  3.76  -3.08  1.01  0.01
H  5.41  -3.40  1.28  0.18
C  -5.68  -1.73  -5.53  -1.87
C  -4.54  -1.31  -4.45  1.55
C  -5.18  -1.75  -3.09  -1.45
C  -4.16  -1.70  -1.91  -0.67
C  -2.99  -2.66  -2.29  -0.82
C  -2.30  -2.22  -3.64  2.40
N  -3.28  -2.06  -4.71  0.38
O  -2.64  -1.71  -5.92  -0.48
C  -1.42  -1.07  -3.35  0.10
C  -1.47  -3.51  -3.86  -2.17
C  -4.40  0.18  -4.54  -1.42
H  -5.42  -1.62  -6.58  0.37
H  -6.67  -1.41  -5.23  0.37
H  -5.79  -2.81  -5.53  0.47
H  -6.11  -1.23  -2.86  0.57
H  -5.39  -2.82  -3.15  0.37
H  -4.72  -2.11  -1.08  0.51
H  -3.92  -0.68  -1.61  0.12
H  -3.36  -3.68  -2.41  0.69
H  -2.33  -2.68  -1.42  -0.61
H  -0.85  -0.94  -4.27  0.60
H  -1.86  -0.09  -3.11  -1.32
H  -0.65  -1.33  -2.63  -0.18
H  -2.08  -4.39  -4.06  0.53
H  -0.91  -3.46  -4.79  0.52
H  -0.78  -3.75  -3.04  0.18
H  -3.45  0.52  -4.13  0.19
H  -5.18  0.81  -4.12  0.35
H  -4.41  0.56  -5.56  0.37
H  -2.65  -2.59  -6.29  0.39
C  -2.30  5.41  0.56  -1.97
C  -1.21  4.52  -0.12  1.78
C  -2.08  3.40  -0.84  -1.73
C  -1.38  2.62  -1.92  1.94
C  -0.61  3.51  -2.95  -1.70
C  0.25  4.57  -2.31  1.82
N  -0.46  5.26  -1.20  0.26
O  0.27  6.36  -0.68  -0.45
C  1.52  3.85  -1.74  -1.65
C  0.58  5.67  -3.40  -2.03
C  -0.28  3.94  1.04  -1.77
H  -3.14  5.78  -0.03  0.41
H  -1.81  6.32  0.91  0.44
H  -2.68  4.92  1.46  0.32
H  -2.29  2.67  -0.06  0.23
H  -3.02  3.76  -1.26  0.52
H  -2.04  1.91  -2.42  -0.32
H  -0.68  2.02  -1.35  -0.99
H  -1.37  3.98  -3.57  0.44
H  0.01  2.98  -3.67  0.38
H  1.97  4.43  -0.93  0.44
H  1.28  2.88  -1.30  -0.16
H  2.37  3.81  -2.41  0.74
H  1.41  6.35  -3.20  0.43
H  0.80  5.25  -4.38  0.42
H  -0.29  6.29  -3.62  0.48
H  -0.72  4.00  2.04  0.72
H  0.53  4.66  1.18  0.45
H  0.05  2.92  0.86  0.03
H  0.03  7.11  -1.22  0.35
C  3.52  0.89  6.13  -2.21
C  2.95  1.33  4.75  2.20
C  2.62  2.87  4.93  -1.90
C  2.43  3.63  3.59  0.70
C  3.70  3.37  2.83  -1.89
C  4.06  1.86  2.52  2.43
N  4.06  1.18  3.79  0.13
O  4.22  -0.27  3.57  -0.57
C  3.17  1.35  1.38  -0.90
C  5.53  1.86  2.06  -2.25
C  1.67  0.56  4.41  -1.74
H  2.96  1.18  7.02  0.37
H  3.55  -0.20  6.21  0.40
H  4.55  1.16  6.37  0.45
H  1.75  3.02  5.57  0.47
H  3.40  3.33  5.52  0.51
H  1.61  3.23  2.99  -0.65
H  2.35  4.71  3.71  0.50
H  4.50  3.76  3.48  0.38
H  3.80  3.86  1.87  0.49
H  2.13  1.54  1.65  -0.24
H  3.20  0.27  1.21  -0.08
H  3.58  1.80  0.48  0.66
H  5.79  2.54  1.25  0.39
H  5.80  0.90  1.62  0.40
H  6.21  1.99  2.91  0.47
H  1.14  1.08  3.61  0.10
H  1.90  -0.44  4.06  0.59
H  0.97  0.54  5.25  0.52
H  3.36  -0.53  3.25  0.22

Here is C39H50Br2CrN4O2SSi4Te2 as an isolated structure from the OMol25 dataset. Energies are from ωB97M-V/def2-TZVPD.

For the lowest unoccupied orbital energy (spin up / spin down), the calculation gives 2.2 / 2.2 eV. Its multiplicity is 4. The calculation puts the energy relative to the best compared isomer or geometry (same formula, charge and spin) at 58.2 kcal/mol. As for the HOMO-LUMO gap (spin up / spin down): 0.248 / 0.248 Ha. As for the charge: -1. Its expectation value of S² is 3.803. The calculation puts the HOMO energy (spin up / spin down) at -4.56 / -4.58 eV.

Last column: Löwdin spin population.
Element x y z (Å)
Cr  -1.10  -1.45  1.05  2.87
N  0.01  -4.39  4.09  0.00
C  -0.49  -3.61  3.06  0.00
S  0.29  -2.08  2.77  0.00
N  -1.44  -4.12  2.36  0.00
N  -1.80  -3.35  1.25  -0.02
C  -2.51  -4.00  0.44  0.02
C  -3.02  -3.54  -0.82  0.00
C  -3.58  -4.47  -1.71  0.00
C  -4.11  -4.07  -2.92  0.00
C  -4.10  -2.71  -3.25  0.00
C  -3.58  -1.77  -2.39  0.00
C  -3.04  -2.16  -1.13  0.01
O  -2.58  -1.27  -0.33  0.02
H  0.40  -3.87  4.86  0.00
H  -0.60  -5.14  4.36  0.00
H  -2.69  -5.04  0.71  0.00
H  -3.56  -5.52  -1.44  0.00
H  -4.54  -4.81  -3.60  0.00
H  -4.51  -2.39  -4.20  0.00
H  -3.55  -0.71  -2.64  0.00
C  2.29  1.22  3.00  0.00
C  1.01  1.33  3.81  0.00
C  1.01  1.91  5.10  0.00
C  -0.16  1.97  5.81  0.00
C  -1.34  1.42  5.26  0.00
C  -2.60  1.42  5.90  0.01
Br  -2.81  2.21  7.62  0.00
C  -3.69  0.88  5.30  0.00
C  -3.57  0.26  4.05  0.01
Br  -5.11  -0.51  3.26  0.00
C  -2.37  0.15  3.35  0.00
O  -2.32  -0.52  2.23  0.04
C  -1.23  0.82  3.97  0.00
N  -0.07  0.83  3.29  0.00
H  3.14  1.62  3.56  0.00
H  2.20  1.76  2.06  0.00
H  2.49  0.18  2.76  0.00
H  1.93  2.31  5.52  0.00
H  -0.18  2.40  6.80  0.00
H  -4.66  0.91  5.79  0.00
Te  0.36  -2.42  -0.79  -0.03
C  0.48  -4.60  -0.88  -0.01
C  0.59  -5.51  0.18  0.00
C  0.60  -6.88  -0.06  0.00
C  0.45  -7.36  -1.36  0.00
C  0.30  -6.48  -2.42  0.00
C  0.32  -5.10  -2.18  0.00
C  2.38  -2.23  -0.09  0.00
C  2.91  -3.13  0.83  0.00
C  4.24  -3.02  1.23  0.00
C  5.04  -2.02  0.71  0.00
C  4.52  -1.13  -0.22  0.00
C  3.19  -1.25  -0.62  0.00
H  0.66  -5.16  1.20  0.00
H  0.71  -7.57  0.77  0.00
H  0.45  -8.44  -1.54  0.00
H  0.15  -6.85  -3.42  0.00
H  0.22  -4.41  -3.00  0.00
H  2.30  -3.91  1.26  0.00
H  4.64  -3.73  1.95  0.00
H  6.08  -1.93  1.03  0.00
H  5.14  -0.34  -0.64  0.00
H  2.79  -0.56  -1.35  0.00
C  3.83  2.79  -0.97  0.00
Si  2.44  2.70  -2.24  0.00
C  2.76  4.14  -3.40  0.00
C  2.66  1.16  -3.31  0.00
Si  0.34  2.59  -1.24  0.02
Te  -0.17  0.39  -0.31  0.03
Si  -1.11  2.75  -3.07  0.00
C  -0.92  4.18  -4.29  0.00
C  -2.89  2.77  -2.46  0.00
C  -0.95  1.20  -4.13  0.00
Si  -0.03  4.60  -0.10  0.01
C  0.70  4.70  1.63  0.00
C  0.70  6.04  -1.07  0.00
C  -1.85  4.98  0.10  0.00
H  4.81  2.57  -1.43  0.00
H  3.66  2.08  -0.15  0.00
H  3.88  3.80  -0.53  0.00
H  3.84  4.21  -3.63  0.00
H  2.44  5.10  -2.97  0.00
H  2.22  4.01  -4.35  0.00
H  3.66  0.73  -3.24  0.00
H  2.45  1.40  -4.36  0.00
H  1.94  0.39  -3.00  0.00
H  -1.29  5.13  -3.87  0.00
H  -1.49  3.96  -5.20  0.00
H  0.13  4.33  -4.57  0.00
H  -3.24  3.78  -2.21  0.00
H  -2.95  2.16  -1.54  0.00
H  -3.58  2.34  -3.19  0.00
H  -0.11  1.29  -4.84  0.00
H  -1.87  1.00  -4.69  0.00
H  -0.74  0.33  -3.49  0.00
H  1.80  4.80  1.59  0.00
H  0.46  3.79  2.19  0.00
H  0.29  5.55  2.18  0.00
H  1.80  6.05  -1.00  0.00
H  0.32  7.00  -0.71  0.00
H  0.44  5.94  -2.15  0.00
H  -2.39  4.10  0.48  0.00
H  -2.30  5.26  -0.87  0.00
H  -2.02  5.81  0.81  0.00